Density functional theory data (ωB97M-V with the def2-TZVPD basis set) for the ion C7H7N2O4 with charge +1.

The geometry in ORCA input format:
```
! wB97M-V def2-TZVPD RIJCOSX def2/J DEFGRID3
* xyz 1 1
C 0.53 0.89 -1.75
C -2.09 -0.24 0.01
C -0.62 1.30 1.49
C -0.09 -1.84 -0.04
C 1.86 -0.63 1.12
C -0.80 0.62 0.17
C 0.91 -0.62 -0.02
N -0.43 1.31 -0.95
N 1.29 -0.07 -1.29
O -2.75 -0.74 0.91
O 0.02 2.33 1.47
O -0.28 -2.46 -1.05
O 1.66 -0.83 2.25
H 0.79 1.30 -2.69
H -2.31 -0.34 -1.10
H -1.25 0.86 2.43
H -0.67 -2.13 0.95
H 2.85 -0.41 0.71
H -0.61 2.33 -0.97
H 2.00 -0.63 -1.68
*
```

The value obtained for the total energy is -681.00086 a.u. For the HOMO-LUMO gap, the calculation gives 7.99 eV. The value obtained for the HOMO energy is -14.2 eV. Its SMILES is O=CC(C=O)=[NH+]/C=[NH+]\C(C=O)=C\[O-]. The value obtained for the energy above the lowest of the compared OMol25 structures with the same formula, charge and spin is 15.67 kcal/mol. For the LUMO energy, the calculation gives -6.21 eV.

Here are the Mulliken charges for atoms 1 to 2, given in e: -0.152 -0.172